C7H14N2 | ωB97M-V with the def2-TZVPD basis set

molecular weight = 126.203 g/mol
DFT total energy = -10465.6053 eV
structure (SMILES) = Cc1c[nH]cn1.CCC
net charge = 0
E_HOMO = -8.36 eV
frontier orbital gap = 9.242 eV
ΔE to the lowest compared entry with this formula, charge and spin = 0.762 eV

Last column: Löwdin charge in e.
Cartesian coordinates (Å):
C1 2.462 0.541 1.509  -0.274
C2 2.237 0.526 -0.024  -0.121
C3 2.478 -0.923 2.061  -0.126
H1 3.429 0.940 1.794  0.088
H2 1.618 1.084 1.922  0.080
H3 1.203 0.615 -0.310  0.012
H4 3.476 -1.125 2.463  0.064
H5 2.555 -0.457 -0.372  0.068
H6 2.775 1.289 -0.592  0.069
H7 1.782 -1.044 2.893  0.060
H8 2.261 -1.715 1.351  0.060
C4 -3.534 -0.671 -2.167  -0.063
C5 -0.869 -0.341 0.212  -0.192
C6 -2.464 -0.277 -1.246  -0.375
C7 -1.977 1.020 -1.106  -0.066
N1 -1.792 -1.075 -0.395  0.093
N2 -0.981 0.960 -0.179  0.027
H9 -0.286 -0.704 1.039  0.111
H10 -0.542 1.747 0.258  0.143
H11 -2.244 1.859 -1.729  0.114
H12 -3.448 -0.321 -3.209  0.079
H13 -4.491 -0.179 -1.958  0.076
H14 -3.650 -1.747 -2.215  0.073